C27H45Cl2N2OPTi | ωB97M-V/def2-TZVPD

```
! wB97M-V def2-TZVPD RIJCOSX def2/J DEFGRID3
* xyz 0 1
P -0.80804 0.07711 -0.19328
C -0.86268 -1.02679 -1.79365
C -1.88273 -0.73213 -2.92696
C -1.94215 -1.83605 -3.98699
C -0.54792 -2.31838 -4.45546
C 0.52674 -2.41718 -3.37255
C 0.52143 -1.21647 -2.41230
C -0.04832 1.63366 -0.94830
C -0.57093 1.94449 -2.34273
C -0.20558 3.36131 -2.79128
C 1.30370 3.62181 -2.64880
C 1.97507 3.04287 -1.38216
C 1.49058 1.63729 -1.00528
C -2.59887 0.61916 -0.24858
C -3.52177 -0.57581 0.02937
C -4.99908 -0.17705 -0.10763
C -5.36506 1.08145 0.70626
C -4.35881 2.24084 0.57270
C -2.88714 1.79254 0.68917
H -1.15735 -1.97822 -1.32272
H -1.61416 0.20091 -3.43711
H -2.90379 -0.60011 -2.54760
H -2.50542 -1.45151 -4.85367
H -2.53156 -2.68566 -3.60858
H -0.67561 -3.30084 -4.91921
H -0.20019 -1.64183 -5.25458
H 0.39349 -3.32800 -2.77678
H 1.51565 -2.49823 -3.83871
H 1.27713 -1.38467 -1.63270
H 0.81400 -0.31558 -2.96649
H -0.35263 2.42089 -0.23822
H -0.78883 4.09380 -2.21253
H -1.65949 1.85550 -2.43352
H -0.11323 1.22926 -3.04021
H -0.52550 3.48219 -3.83899
H 1.46249 4.70586 -2.66555
H 1.81259 3.22401 -3.54308
H 3.06525 3.03704 -1.51736
H 1.77511 3.70750 -0.53151
H 1.91726 1.31926 -0.04418
H 1.83291 0.91638 -1.75489
H -2.78124 0.98354 -1.26801
H -3.33175 -1.43137 -0.63653
H -3.31546 -0.93527 1.04816
H -5.23487 -0.00481 -1.17189
H -5.61205 -1.01478 0.24208
H -5.52229 0.82598 1.77038
H -6.34241 1.43569 0.37033
H -4.54780 2.97642 1.36387
H -4.50424 2.74350 -0.40033
H -2.26099 2.67079 0.46772
H -2.64961 1.48567 1.71890
Ti 0.56739 -0.77779 2.29451
Cl 0.47292 1.50849 2.58097
Cl 0.11627 -2.57433 0.97643
C 2.43603 -1.01690 2.40546
H 2.64639 -1.16541 3.48257
C 3.67928 -0.87729 1.63646
C 4.89891 -0.62348 2.31899
C 6.06954 -0.33907 1.62683
C 6.08733 -0.31508 0.21042
C 4.90208 -0.62349 -0.48379
C 3.71769 -0.91787 0.20483
H 4.86620 -0.63112 3.41409
H 6.99460 -0.13394 2.17021
H 4.90376 -0.64170 -1.58957
H 2.79254 -1.17617 -0.32688
H 7.00892 -0.07203 -0.33874
C 0.06409 -3.46181 6.03506
N 0.61729 -2.12014 6.26055
C 0.81958 -1.23106 5.28310
N 1.52390 -0.09691 5.51077
O 0.30014 -1.46366 4.12789
H -0.04639 -3.69432 4.97135
H -0.91789 -3.55228 6.51056
H 0.77537 -4.15748 6.49429
H 1.16552 -2.00166 7.11816
H 1.58659 0.62349 4.78498
H 1.99808 0.03701 6.41248
*
```

Output
**Kohn-Sham gap (spin up / spin down)**: 6.4 / 6.6 eV

Here are the Mulliken charges for atoms 1 to 2, given in e: number 1, P, carries 1.114; number 2, C, carries 0.115


C27H45Cl4O2PRh | ωB97M-V/def2-TZVPD

```
! wB97M-V def2-TZVPD RIJCOSX def2/J DEFGRID3
* xyz -1 5
Rh -0.19286 -0.44161 1.96815
Cl 1.62455 -0.70242 3.57499
P 0.07992 0.32462 -0.22977
C -1.85264 0.43728 2.03670
H -2.78525 -0.14159 2.01494
H -1.97105 1.52937 1.99631
C 1.90979 0.60118 -0.47823
C -0.72855 2.00951 -0.42719
C 2.40070 0.70593 -1.92925
H 2.06554 1.57096 0.03296
C 3.89312 1.05246 -1.96873
H 2.24065 -0.25610 -2.43888
H 1.84195 1.46521 -2.49332
C 4.74510 0.06603 -1.15877
H 4.23333 1.07610 -3.01137
H 4.02968 2.06372 -1.55965
C 4.21168 -0.12182 0.26384
H 4.75536 -0.90727 -1.66905
H 5.78189 0.41831 -1.12310
C 2.71913 -0.45573 0.27125
H 4.75681 -0.92002 0.77922
H 4.35812 0.80177 0.84148
H 2.55518 -1.43961 -0.19772
H 2.37299 -0.52784 1.31707
C -0.57410 -0.72114 -1.66686
C -2.23416 1.86280 -0.65588
H -0.56593 2.46816 0.56186
C -2.93236 3.22549 -0.60003
H -2.41078 1.40193 -1.63782
H -2.66390 1.18957 0.09525
C -2.30867 4.23414 -1.57059
H -3.99877 3.09285 -0.82025
H -2.85728 3.61872 0.42460
C -0.78468 4.32220 -1.42464
H -2.56008 3.94912 -2.60195
H -2.74875 5.22392 -1.40276
C -0.10290 2.95049 -1.46283
H -0.36408 4.95386 -2.21639
H -0.54401 4.80005 -0.46382
H -0.21141 2.51959 -2.46866
H 0.97183 3.07091 -1.27245
C 0.13671 -2.07483 -1.79015
H -1.61500 -0.91018 -1.34349
C -0.60396 -3.00986 -2.75177
H 1.17114 -1.92599 -2.13745
H 0.19793 -2.56726 -0.81619
C -0.79419 -2.38100 -4.13481
H -0.05408 -3.95526 -2.83320
H -1.59014 -3.24108 -2.32435
C -1.39233 -0.97035 -4.04671
H 0.17618 -2.33569 -4.64850
H -1.44572 -3.01865 -4.74315
C -0.64710 -0.06421 -3.05852
H -1.39689 -0.50060 -5.03814
H -2.43792 -1.05193 -3.71728
H 0.37022 0.12105 -3.43405
H -1.15042 0.90890 -3.01817
C 0.12511 -2.61735 1.67483
C -1.22550 -2.17376 1.50508
H 0.80858 -2.61917 0.81753
C -2.29816 -2.64327 2.47229
H -1.56166 -1.98906 0.47740
C -1.72032 -3.00718 3.84331
H -3.07550 -1.88491 2.57404
H -2.77432 -3.53567 2.04491
C -0.61031 -4.04849 3.69058
H -1.32210 -2.11094 4.33452
H -2.51732 -3.41312 4.47859
C 0.53146 -3.56613 2.77539
H -0.20009 -4.32612 4.66954
H -1.04288 -4.96920 3.26830
H 1.30709 -3.07705 3.38257
H 1.00777 -4.44316 2.31548
Cl -1.49460 3.77653 4.57713
C -0.41636 2.36962 4.53290
Cl 0.62666 2.30153 5.95150
Cl -1.43381 0.89190 4.48610
C 0.52540 2.51034 3.21497
O 1.15559 3.56127 3.22696
O 0.52573 1.61924 2.29334
*
```

Output
**Expectation value of S²**: 6.0153
**Kohn-Sham gap (spin up / spin down)**: 5.3 / 7.1 eV

Here are the Mulliken charges for atoms 1 to 2, given in e: number 1, Rh, carries -0.391; number 2, Cl, carries -0.587


C27H45F3N6O6Yb | ωB97M-V/def2-TZVPD

```
! wB97M-V def2-TZVPD RIJCOSX def2/J DEFGRID3
* xyz 1 2
Yb 1.03751 -0.48442 -2.18336
C 0.31872 -1.51208 4.35932
C -0.25267 -0.91185 3.06517
C -0.47178 0.59681 3.29862
C -1.42552 1.36708 2.36496
C -1.53756 2.81598 2.83948
C -2.82521 0.76366 2.36206
N -0.77454 1.33474 1.01861
C -1.50583 1.72600 -0.21716
C -2.28882 0.56595 -0.84997
N -1.57410 -0.24255 -1.86686
C -1.71337 0.38595 -3.20079
C -0.85211 -0.33599 -4.29131
O -1.19709 -0.26104 -5.44438
O 0.15326 -1.00408 -3.84366
C -2.20148 -1.59978 -1.95504
C -3.73736 -1.59612 -1.89534
C -1.64549 -2.55594 -0.88275
C -0.52016 -3.54187 -1.30567
C -0.49969 -3.87690 -2.80205
C -0.75058 -4.89015 -0.59815
N 0.78390 -2.88818 -0.97037
C 1.31604 -3.20059 0.38241
C 0.57802 -2.67931 1.62746
N 0.51473 -1.22783 1.84218
C 1.85391 -0.65530 1.66990
C 1.94443 -0.43592 0.16256
O 2.84255 -0.84771 -0.58387
O 0.92968 0.15629 -0.31487
H -0.34566 -1.29531 5.19056
H 1.29480 -1.09210 4.57879
H 0.40561 -2.59263 4.29520
H -1.22802 -1.38319 2.89895
H 0.49494 1.09977 3.30598
H -0.87364 0.69359 4.30686
H -1.78153 2.83567 3.89833
H -2.32543 3.34556 2.31149
H -0.60901 3.35844 2.69417
H -3.23647 0.84113 3.36525
H -2.83448 -0.28475 2.08636
H -3.49199 1.31001 1.70239
H -0.39255 0.37211 0.85830
H 0.10359 1.89945 1.06770
H -0.76939 2.09719 -0.93302
H -2.18947 2.53453 0.04194
H -3.19955 0.97757 -1.30219
H -2.59444 -0.10736 -0.05235
H -1.40500 1.43389 -3.16477
H -2.74891 0.35506 -3.56019
H -1.93750 -1.97099 -2.94362
H -4.12037 -1.36974 -0.90356
H -4.10052 -2.58217 -2.17209
H -4.16349 -0.88922 -2.60123
H -2.47974 -3.15181 -0.50950
H -1.25385 -1.95537 -0.05881
H -1.49097 -4.17680 -3.13311
H 0.17257 -4.71584 -2.97872
H -0.16036 -3.04255 -3.41540
H -1.64338 -5.34036 -1.02284
H -0.90400 -4.80233 0.47210
H 0.07337 -5.57664 -0.77714
H 1.48157 -3.31836 -1.58916
H 2.34966 -2.85208 0.41135
H 1.36962 -4.28920 0.52009
H 1.12632 -3.15199 2.45563
H -0.44413 -3.05785 1.65840
H 2.65985 -1.29815 2.03942
H 1.94626 0.32847 2.13285
F 1.77961 2.99645 -5.19027
C 2.27652 2.92379 -3.95893
F 1.84403 4.00038 -3.28745
F 3.60635 3.01362 -4.03286
C 1.83333 1.62228 -3.24507
O 2.56088 0.62181 -3.31048
O 0.75354 1.66628 -2.62535
N 2.97470 2.39982 -0.87885
C 2.83798 3.16316 0.24939
C 3.51169 4.39558 0.32617
C 3.41814 5.14452 1.47254
C 2.66037 4.64407 2.52949
C 1.99797 3.45341 2.34412
N 2.03638 2.71973 1.22658
H 3.74146 2.66423 -1.47843
H 2.86632 1.40220 -0.78129
H 4.10801 4.72617 -0.50974
H 3.93049 6.09005 1.56283
H 2.59403 5.16489 3.46979
H 1.41448 3.03704 3.15628
*
```

Output
**Expectation value of S²**: 0.7508
**Kohn-Sham gap**: 9.3 eV

Here are the Mulliken charges for atoms 1 to 2, given in e: number 1, Yb, carries -0.038; number 2, C, carries -1.721


Calculated total energy, -91209.42287; -95209.58167; -89637.36740 eV (same order as the records).
Calculated ΔE to the lowest compared entry with this formula, charge and spin, 53.18; 0.00; 172.66 kJ/mol (same order as the records).